# 1
Computed, not measured: a single C2H6N2OS molecule in a non-equilibrium geometry, with wB97M-V/def2-TZVPD.

Results
**ΔE to the lowest compared entry with this formula, charge and spin**: 222.4 kJ/mol
**M**: 106.15 u
**E_tot**: -18032.4999 eV
**LUMO level**: 0.78 eV
**SMILES**: C/C(=N/O)NS
**E_HOMO**: -8.68 eV
**HOMO-LUMO gap**: 9.469 eV

Cartesian coordinates (Å):
C -1.2137 -0.9527 0.1493
C -0.1944 0.1516 0.2461
N -0.3134 0.9781 1.2274
O 0.7226 1.9403 1.1654
N 0.8286 0.2300 -0.6634
S 0.9006 -0.6216 -2.1214
H -0.7344 -1.9332 0.1994
H -1.8672 -0.8533 0.9822
H -1.7901 -0.8619 -0.7993
H 0.5021 2.5146 1.9284
H 1.4608 1.0250 -0.5744
H 1.6985 -1.6169 -1.7398

Cartesian forces, eV/Å:
0.4 0.3 -1.1
-0.4 0.0 0.6
0.0 -0.5 -0.5
-0.2 0.7 0.8
0.6 0.4 -0.4
-0.3 0.3 0.1
0.0 0.1 -0.2
-0.6 0.1 0.6
0.4 -0.2 0.6
0.3 -0.5 -0.8
-0.4 -0.4 0.1
0.2 -0.3 0.1

Atomic partial charges in e from the natural (NBO) method, atoms 1 to 2:
1. C -0.654
2. C 0.369



# 2
Computed, not measured: a molecular structure, C2H6N2OS in a non-equilibrium geometry, with wB97M-V/def2-TZVPD.

Results
**ΔE to the lowest compared entry with this formula, charge and spin**: 384.5 kJ/mol
**M**: 106.15 u
**E_tot**: -18030.8201 eV
**LUMO level**: -0.06 eV
**E_HOMO**: -8.93 eV
**HOMO-LUMO gap**: 8.861 eV

Cartesian coordinates (Å):
C 0.1383 0.8378 -0.9400
C -0.0954 -0.3221 0.0798
H -1.0947 2.3920 -0.5224
H 0.8175 0.7163 -1.8722
H 0.6503 1.5429 -0.2909
H -1.8963 -0.2587 -0.4576
H 1.9381 -0.5618 0.5048
H 0.3285 -2.6483 1.3838
N -1.2874 -0.8134 0.2526
N 0.9880 -0.6109 0.9572
O -1.2478 1.3433 -1.2762
S 0.7607 -1.6171 2.1810

Cartesian forces, eV/Å:
-0.5 -0.3 -0.1
-1.6 -0.3 -0.1
-1.5 -4.8 -3.8
-1.5 -0.3 1.4
0.2 0.5 -0.3
1.1 -1.4 1.5
-1.5 -0.1 0.7
0.1 0.0 0.8
1.4 1.7 -1.5
0.9 2.5 -3.9
3.5 5.0 3.7
-0.5 -2.5 1.4

Atomic partial charges in e from the natural (NBO) method, atoms 1 to 2:
1. C -0.164
2. C 0.376



# 3
Computed, not measured: a molecular structure, C2H6N2S in a non-equilibrium geometry, with wB97M-V/def2-TZVPD.

Results
**ΔE to the lowest compared entry with this formula, charge and spin**: 560.7 kJ/mol
**M**: 90.15 u
**E_tot**: -15980.9872 eV
**LUMO level**: -0.20 eV
**E_HOMO**: -8.62 eV
**HOMO-LUMO gap**: 8.416 eV

Cartesian coordinates (Å):
C -1.4218 1.3533 -0.7993
C 0.7600 -1.1161 0.6667
H -1.8320 2.1323 -0.1615
H -1.6747 0.2053 -0.2761
H -1.3919 1.4014 -2.1735
H 1.9107 0.7363 1.2158
H 1.7230 -1.1502 1.4368
H 0.5340 -2.9840 0.4016
N 0.6498 0.3547 0.5115
N 0.2363 -2.1164 0.0592
S 0.5065 1.1834 -0.8812

Cartesian forces, eV/Å:
2.3 -3.9 -2.8
3.4 -0.3 0.8
0.2 0.3 -0.6
0.3 3.5 -2.2
-1.4 0.0 4.5
-4.6 -1.0 -2.4
-2.8 -0.8 -1.4
0.7 -1.3 0.8
4.9 -1.5 4.0
-0.5 4.3 0.1
-2.4 0.7 -0.8

Atomic partial charges in e from the natural (NBO) method, atoms 1 to 2:
1. C -0.738
2. C 0.298



# 4
Computed, not measured: a single C2H6N2S molecule in a non-equilibrium geometry, with wB97M-V/def2-TZVPD.

Results
**ΔE to the lowest compared entry with this formula, charge and spin**: 161.8 kJ/mol
**M**: 90.15 u
**E_tot**: -15985.1211 eV
**LUMO level**: 0.73 eV
**SMILES**: [H]/N=C(/N)SC
**E_HOMO**: -8.76 eV
**HOMO-LUMO gap**: 9.496 eV

Cartesian coordinates (Å):
H 2.0448 -2.1288 0.1216
N 2.1211 -1.0375 0.0231
C 0.9726 -0.3737 0.0920
N 1.1049 0.9048 -0.0881
S -0.5842 -1.2756 -0.1368
C -1.8816 0.0970 0.0530
H 1.9736 1.2430 0.2967
H 0.6585 1.3256 -0.9467
H -1.7474 1.0324 -0.5644
H -2.7358 -0.3908 0.0947
H -1.9267 0.6037 1.0549

Cartesian forces, eV/Å:
-0.2 2.7 0.1
-2.0 -2.0 1.2
2.6 -6.1 -2.0
-2.0 4.7 -0.7
-0.3 2.3 0.5
4.8 3.2 1.4
0.1 0.3 -0.8
0.9 -0.4 1.8
-0.4 -1.7 -0.3
-4.3 -2.1 -1.0
0.9 -0.9 -0.3

Atomic partial charges in e from the natural (NBO) method, atoms 1 to 2:
1. H 0.336
2. N -0.728



# 5
Computed, not measured: a single C2H6N2S molecule in a non-equilibrium geometry, with wB97M-V/def2-TZVPD.

Results
**ΔE to the lowest compared entry with this formula, charge and spin**: 223.9 kJ/mol
**M**: 90.15 u
**E_tot**: -15984.4774 eV
**LUMO level**: 0.51 eV
**SMILES**: [H]/N=C(/N)CS
**E_HOMO**: -9.34 eV
**HOMO-LUMO gap**: 9.848 eV

Cartesian coordinates (Å):
H -2.2447 0.2950 0.5750
N -1.5647 -0.5085 0.8607
C -0.4766 -0.3889 0.2731
N 0.4081 -1.4168 0.1788
C 0.1042 1.0032 -0.0998
S 1.3485 1.0003 -1.5617
H 1.5987 -1.2373 0.4857
H 0.1588 -1.8795 1.2605
H 0.6326 1.4198 0.6727
H -0.7111 1.7005 -0.4034
H 0.7462 0.0124 -2.2416

Cartesian forces, eV/Å:
1.7 -1.5 1.1
-3.8 1.0 -0.6
2.5 3.8 -0.3
4.5 -3.2 6.6
-1.8 -0.9 -4.3
-0.8 -0.1 1.0
-4.7 0.2 -1.8
0.6 0.5 -4.2
1.2 0.8 2.1
0.5 -0.6 0.4
0.0 0.1 0.0

Atomic partial charges in e from the natural (NBO) method, atoms 1 to 2:
1. H 0.349
2. N -0.679



# 6
Computed, not measured: a single C2H6N2S molecule in a non-equilibrium geometry, with wB97M-V/def2-TZVPD.

Results
**ΔE to the lowest compared entry with this formula, charge and spin**: 223.2 kJ/mol
**M**: 90.15 u
**E_tot**: -15984.4850 eV
**LUMO level**: 0.61 eV
**SMILES**: C/N=C\NS
**E_HOMO**: -8.60 eV
**HOMO-LUMO gap**: 9.210 eV

Cartesian coordinates (Å):
C 0.5745 1.8449 0.6024
N -0.7733 1.3378 0.7483
C -1.2496 0.2953 0.1797
N -0.7418 -0.8241 -0.3961
S 0.9212 -1.1950 -0.5392
H 1.2817 1.6395 1.5728
H 1.0457 1.4348 -0.3618
H 0.2549 3.0209 0.3337
H -2.3766 0.2214 0.0405
H -1.3688 -1.5579 -0.5736
H 1.0792 -2.0760 0.4570

Cartesian forces, eV/Å:
0.4 1.6 -0.7
-1.0 -1.4 -0.8
-1.6 1.5 1.0
2.4 0.1 -0.2
-0.2 -0.1 -0.4
-1.8 0.9 -2.5
-0.2 0.7 1.6
1.9 -2.8 1.2
1.1 0.2 0.7
-0.8 -0.8 -0.5
-0.1 0.0 0.3

Atomic partial charges in e from the natural (NBO) method, atoms 1 to 2:
1. C -0.452
2. N -0.517



# 7
Computed, not measured: a molecular structure, C2H6N2S2 in a non-equilibrium geometry, with wB97M-V/def2-TZVPD.

Results
**ΔE to the lowest compared entry with this formula, charge and spin**: 203.4 kJ/mol
**M**: 122.22 u
**E_tot**: -26819.7057 eV
**LUMO level**: -0.06 eV
**E_HOMO**: -8.06 eV
**HOMO-LUMO gap**: 7.996 eV

Cartesian coordinates (Å):
C 0.5319 0.3889 -0.9485
C 0.1955 -0.8323 -0.1802
H 0.3318 2.3576 -0.4512
H -1.0984 1.6364 -0.8860
H 0.3037 0.1038 -1.9977
H 1.6246 0.6323 -1.0356
H -1.0580 0.4210 0.8749
H 0.0862 -1.5878 2.9953
N -0.1773 1.5481 -0.4346
N -0.5937 -0.5551 0.8685
S 0.9714 -2.2836 -0.5364
S -1.1176 -1.8291 1.7315

Cartesian forces, eV/Å:
0.8 0.8 -1.7
2.3 -0.8 0.2
1.2 2.4 -0.2
0.9 0.4 0.2
-0.2 0.5 0.3
-0.9 -0.6 0.7
1.4 -2.0 0.2
-2.8 -0.9 -2.6
-2.4 -2.2 -0.6
-1.1 1.4 -1.3
-0.9 1.2 0.2
1.7 -0.3 4.8

Atomic partial charges in e from the natural (NBO) method, atoms 1 to 2:
1. C -0.318
2. C 0.116



# 8
Computed, not measured: a single C2H6N2S2 molecule in a non-equilibrium geometry, with wB97M-V/def2-TZVPD.

Results
**ΔE to the lowest compared entry with this formula, charge and spin**: 721.9 kJ/mol
**M**: 122.22 u
**E_tot**: -26814.3326 eV
**LUMO level**: 0.27 eV
**E_HOMO**: -6.30 eV
**HOMO-LUMO gap**: 6.568 eV

Cartesian coordinates (Å):
C -0.3903 -1.1366 0.3904
C 0.0677 2.4724 0.3537
H 1.1753 -2.2768 -0.2337
H -0.3726 -2.7965 -0.8268
H -1.4764 -1.1029 0.2688
H 0.5346 -0.5462 -1.2354
H 0.7240 3.2612 0.7153
H -1.0106 2.6038 0.4950
N 0.1737 -2.1506 -0.2772
N 0.6148 1.4679 -0.1992
S 0.4014 -0.0342 1.3091
S -0.4416 0.2385 -0.7598

Cartesian forces, eV/Å:
-4.2 -0.3 -1.8
-0.9 2.1 -0.8
-0.2 -0.1 0.2
0.2 0.1 0.2
-0.5 -1.8 1.9
0.3 1.0 -1.7
-0.1 -0.2 0.1
0.2 -0.1 0.1
1.3 -3.5 -0.5
0.6 1.5 -2.3
2.9 -1.7 8.5
0.3 3.1 -3.9

Atomic partial charges in e from the natural (NBO) method, atoms 1 to 2:
1. C -0.339
2. C -0.182



# 9
Computed, not measured: a molecular structure, C2H6N3O in a non-equilibrium geometry, with wB97M-V/def2-TZVPD.

Results
**ΔE to the lowest compared entry with this formula, charge and spin**: 500.5 kJ/mol
**M**: 88.09 u
**E_tot**: -8678.0297 eV
**LUMO level**: -4.33 eV
**Total charge**: +1
**E_HOMO**: -14.86 eV
**HOMO-LUMO gap**: 10.525 eV

Cartesian coordinates (Å):
C -0.0452 0.5568 -0.3545
C -1.0209 -0.4890 0.3519
N 1.1781 0.2250 -0.0996
N -0.4664 1.6162 -1.0082
N 1.1528 -0.9403 0.6993
O -0.1462 -1.4881 0.7037
H -1.3361 -0.0666 1.2792
H -1.8843 -0.7785 -0.3012
H -1.2603 1.8282 -1.6232
H 0.1794 2.3103 -1.4143
H 1.9722 -1.8533 0.2127
H 1.6769 -0.9207 1.5545

Cartesian forces, eV/Å:
-1.3 -2.2 1.0
-0.1 2.5 -1.6
0.6 0.5 0.2
0.5 2.7 -2.0
2.7 -3.3 -4.2
1.2 -2.3 0.6
-0.9 0.8 0.4
1.1 -0.3 0.6
-0.6 -1.6 1.2
0.6 -0.9 1.0
-3.2 3.1 0.9
-0.7 0.9 1.6

Atomic partial charges in e from the natural (NBO) method, atoms 1 to 2:
1. C 0.455
2. C -0.143



# 10
Computed, not measured: a gas-phase ion, C2H6N3O (charge +1) in a non-equilibrium geometry, with wB97M-V/def2-TZVPD.

Results
**ΔE to the lowest compared entry with this formula, charge and spin**: 546.7 kJ/mol
**M**: 88.09 u
**E_tot**: -8677.5514 eV
**LUMO level**: -4.61 eV
**SMILES**: [NH3+]N1C=NOC1
**Total charge**: +1
**E_HOMO**: -14.12 eV
**HOMO-LUMO gap**: 9.513 eV

Cartesian coordinates (Å):
N 1.4554 0.2563 -0.3194
N 0.1330 0.2056 0.4546
C -0.8893 1.0920 0.0264
N -1.9475 0.4402 -0.4272
O -1.8286 -0.8559 -0.3221
C -0.5936 -1.0236 0.5747
H 2.0045 -0.5365 -0.1106
H 2.0065 1.0911 -0.1599
H 1.5194 0.0906 -1.3864
H -0.9063 2.1933 -0.1256
H -0.0102 -1.9167 0.2570
H -0.9433 -1.0363 1.5385

Cartesian forces, eV/Å:
-1.2 -0.7 -3.3
1.1 1.3 0.6
-2.5 -0.1 -2.1
1.4 2.8 0.4
2.2 -1.3 1.5
0.6 -1.2 -3.9
0.9 -1.2 1.7
-0.2 0.5 0.7
-1.3 0.9 1.1
0.6 -1.0 0.6
-0.6 0.5 0.4
-1.0 -0.4 2.3

Atomic partial charges in e from the natural (NBO) method, atoms 1 to 2:
1. N -0.552
2. N -0.268



# 11
Computed, not measured: a molecular structure, C2H6N3O in a non-equilibrium geometry, with wB97M-V/def2-TZVPD.

Results
**ΔE to the lowest compared entry with this formula, charge and spin**: 755.5 kJ/mol
**M**: 88.09 u
**E_tot**: -8675.3874 eV
**LUMO level (spin up / spin down)**: -4.69 / -4.82 eV
**Total charge**: +1
**E_HOMO (spin up / spin down)**: -12.95 / -12.72 eV
**HOMO-LUMO gap (spin up / spin down)**: 8.267 / 7.899 eV

Cartesian coordinates (Å):
C 0.2758 -1.1137 -0.1843
C -0.7682 0.8495 -0.4095
N -1.0501 -1.8109 -2.0098
N -0.6532 -0.9136 -1.2212
N 0.2745 0.2142 0.4328
O -1.7437 -2.0252 -2.9466
H -0.0377 -1.9241 0.3726
H 1.2238 -1.3511 -0.5591
H -0.4925 1.5412 -1.1178
H -1.8170 1.0807 0.0499
H 0.2473 0.3609 1.4629
H 1.1499 0.8121 0.1522

Cartesian forces, eV/Å:
0.9 -1.3 -0.4
-4.4 -2.2 0.8
2.1 -1.9 1.2
-3.0 3.5 -1.7
2.0 3.4 -0.7
-0.2 1.9 0.8
-0.6 -1.4 2.2
1.7 -0.2 -0.5
1.2 1.6 -1.2
2.3 -0.7 -0.6
-0.6 -0.7 -0.7
-1.4 -1.8 0.7

Atomic partial charges in e from the natural (NBO) method, atoms 1 to 2:
1. C -0.058
2. C -0.220



# 12
Computed, not measured: 2 unconnected molecules or ions with the total composition C2H6N3O2 in a non-equilibrium geometry, with wB97M-V/def2-TZVPD.

Results
**ΔE to the lowest compared entry with this formula, charge and spin**: 737.9 kJ/mol
**M**: 104.09 u
**E_tot**: -10731.6024 eV
**LUMO level (spin up / spin down)**: 4.13 / 4.13 eV
**Total charge**: -1
**E_HOMO (spin up / spin down)**: -3.56 / -3.56 eV
**HOMO-LUMO gap (spin up / spin down)**: 7.694 / 7.694 eV

Cartesian coordinates (Å):
C 0.2519 -1.6562 0.2640
C -0.0471 -0.3569 1.0520
N 0.8640 2.2505 -0.5936
N 0.1285 1.3556 -1.0281
N -1.0842 0.5146 0.4754
O -2.0339 -0.0832 -0.1454
O 1.2132 3.1872 -1.3239
H -0.6994 -2.0982 -0.3070
H 1.0948 -1.7326 -0.5865
H 0.4338 -2.4404 1.0426
H -0.3517 -0.6147 2.0518
H 0.6916 0.3262 1.0339
H -0.4614 1.3479 -1.9351

Cartesian forces, eV/Å:
-0.5 -2.2 -1.6
-1.8 -2.4 -2.4
0.6 0.1 0.2
-2.2 -2.7 -0.2
-3.4 -0.8 -1.3
2.2 1.0 1.4
0.3 1.4 -0.9
1.7 1.4 1.3
-1.6 0.8 2.2
0.3 0.4 -0.8
-0.3 0.1 0.5
3.2 1.8 0.5
1.4 1.0 1.0

Atomic partial charges in e from the natural (NBO) method, atoms 1 to 2:
1. C -0.654
2. C -0.311



Which formula does entry 10 have? C2H6N3O